No. 1
{
  "formula": "C26H53ClCsFNO4",
  "method": "wB97M-V/def2-TZVPD",
  "species": ["C", "O", "C", "C", "C", "C", "C", "C", "C", "C", "C", "Cl", "O", "C", "C", "C", "C", "C", "C", "O", "C", "C", "C", "C", "C", "N", "C", "C", "C", "C", "F", "O", "C", "H", "H", "H", "H", "H", "H", "H", "H", "H", "H", "H", "H", "H", "H", "H", "H", "H", "H", "H", "H", "H", "H", "H", "H", "H", "H", "H", "H", "H", "H", "H", "H", "H", "H", "H", "H", "H", "H", "H", "H", "H", "H", "H", "H", "H", "H", "H", "H", "H", "H", "H", "H", "H", "Cs"],
  "xyz": [[-7.64289, -3.98592, -2.26789], [-6.38871, -3.34660, -2.18613], [-6.04583, -2.64022, -3.36345], [-4.61994, -2.16124, -3.24936], [-4.30460, -1.07818, -4.29810], [-4.09597, 0.32348, -3.69283], [-2.60703, 0.74514, -3.66264], [-2.13775, 1.03790, -2.23657], [-0.60755, 0.90052, -2.04246], [-0.34294, 0.03479, -0.81477], [1.14627, -0.09904, -0.47970], [1.26793, -1.69533, 0.46261], [1.80499, -0.27850, -1.66386], [3.15791, 0.19728, -1.76871], [4.22987, -0.47018, -0.91904], [5.49654, 0.38450, -1.10359], [4.61372, -1.93254, -1.30091], [3.79656, -2.56330, -2.41832], [4.56239, -2.89989, -0.09387], [1.66255, 0.98070, 0.23040], [1.17405, 1.24947, 1.53124], [0.72086, 2.72911, 1.50261], [-0.72212, 2.95976, 1.02763], [-1.81683, 2.44994, 1.96667], [-2.13777, 3.49799, 3.05917], [-1.81884, 3.00669, 4.42681], [2.29595, 1.13742, 2.59629], [1.78629, 1.26467, 4.05502], [1.51219, -0.03224, 4.80601], [0.66596, -1.05661, 4.08476], [2.67261, -0.58299, 5.29084], [3.05308, -0.03417, 2.45738], [4.40791, 0.09210, 2.89174], [-7.56151, -5.01763, -1.93629], [-8.38926, -3.48892, -1.64768], [-8.02948, -3.99586, -3.28345], [-6.12142, -3.31005, -4.22053], [-6.73420, -1.79972, -3.49668], [-3.98439, -3.01989, -3.43666], [-4.47146, -1.77547, -2.24700], [-5.16354, -1.01252, -4.96232], [-3.46708, -1.36817, -4.92217], [-4.61779, 1.02982, -4.33228], [-4.52703, 0.34063, -2.69760], [-2.43594, 1.63079, -4.26441], [-2.04368, -0.10668, -4.02168], [-2.49155, 1.99794, -1.86394], [-2.59406, 0.27822, -1.60328], [-0.24845, 0.33998, -2.89117], [-0.11225, 1.86440, -1.98893], [-0.93009, 0.31706, 0.05222], [-0.65858, -0.96827, -1.07351], [3.43703, 0.02519, -2.80038], [3.20940, 1.27298, -1.64625], [4.01031, -0.45155, 0.14031], [5.30074, 1.44255, -0.96441], [5.88622, 0.20420, -2.10134], [6.27171, 0.03253, -0.43363], [5.65060, -1.94360, -1.62614], [3.79731, -1.98048, -3.33454], [4.13524, -3.56274, -2.67562], [2.75497, -2.64771, -2.12711], [3.63713, -3.45333, -0.16305], [4.64142, -2.38309, 0.85709], [5.36018, -3.63511, -0.15849], [0.32422, 0.64955, 1.83492], [0.84804, 3.22061, 2.46911], [1.37034, 3.24546, 0.80414], [-0.86780, 4.03339, 0.94968], [-0.85482, 2.59241, 0.02014], [-2.74525, 2.30567, 1.42751], [-1.58567, 1.49217, 2.43047], [-1.58832, 4.41949, 2.89781], [-3.18544, 3.76903, 3.05315], [-1.69501, 1.99451, 4.44928], [-0.96336, 3.46858, 4.77278], [2.94683, 1.99399, 2.40153], [2.57070, 1.77957, 4.61049], [0.91194, 1.90135, 4.13859], [0.93392, 0.24813, 5.69845], [0.27495, -1.75933, 4.81028], [-0.14022, -0.52878, 3.58856], [1.27682, -1.60860, 3.38625], [5.09049, 0.02367, 2.04935], [4.60507, -0.74647, 3.54987], [4.56444, 0.99032, 3.47767], [-0.34121, 3.52532, 6.22391]],
  "charge": 1,
  "homo_lumo_gap_ev": 7.3,
  "relative_energy_kcal_mol": 18.13,
  "lumo_ev": -3.589,
  "homo_ev": -10.94
}

---

No. 2
{
  "formula": "C12H14BF5N6Zn",
  "method": "wB97M-V/def2-TZVPD",
  "species": ["H", "N", "B", "N", "C", "Zn", "H", "C", "H", "C", "H", "C", "H", "H", "H", "N", "N", "N", "N", "C", "C", "H", "H", "C", "C", "C", "C", "H", "H", "H", "H", "H", "F", "C", "F", "C", "F", "F", "F"],
  "xyz": [[1.10657, -2.44167, -1.34430], [0.74896, -0.35104, -1.52177], [0.63903, 2.04972, -2.36712], [0.70495, 0.50840, -2.61287], [0.90924, -0.19321, -3.74216], [0.50251, 0.47631, 0.44358], [0.90412, 0.32034, -4.69324], [1.10740, -1.52445, -3.39664], [1.29293, -2.34783, -4.05930], [1.00944, -1.57745, -1.99014], [0.73901, 2.66407, -3.38366], [0.59349, 0.74123, 2.23314], [0.40728, -0.17990, 2.85318], [-0.24748, 1.47116, 2.58141], [1.56766, 1.20419, 2.56918], [1.79645, 2.34469, -1.36735], [-0.66077, 2.38548, -1.58424], [1.78571, 1.68751, -0.13763], [-0.89548, 1.84770, -0.31850], [2.91033, 3.08270, -1.50055], [-1.64221, 3.24819, -1.90190], [3.06251, 3.64720, -2.37622], [-1.61257, 3.77035, -2.85003], [3.70427, 2.91543, -0.31361], [-2.54622, 3.28339, -0.84598], [2.93522, 2.00502, 0.48823], [-2.04375, 2.39160, 0.12256], [4.60775, 3.33607, -0.07983], [-3.44454, 3.87057, -0.78758], [3.16871, 1.58359, 1.45371], [-2.48847, 2.13858, 1.07539], [1.35389, -0.78309, 0.92973], [-1.91393, -0.60137, 1.75698], [-1.22670, -1.06528, 0.65370], [-0.61166, -2.25196, 1.00325], [-2.27187, -1.38210, -0.42072], [-3.22952, -2.19470, 0.09404], [-2.88237, -0.25521, -0.86735], [-1.72122, -2.01608, -1.48082]],
  "homo_lumo_gap_ev": [8.3, 5.6],
  "relative_energy_kcal_mol": 36.33,
  "lumo_ev": [-0.785, -2.086],
  "homo_ev": [-9.08, -7.72]
}

---

No. 3
{
  "formula": "CHClO2PS",
  "method": "wB97M-V/def2-TZVPD",
  "species": ["O", "P", "O", "Cl", "C", "S", "H"],
  "xyz": [[-0.45335, -0.97657, -1.61930], [0.24447, -0.60002, -0.41251], [0.73737, -1.70707, 0.59310], [1.84004, 0.46527, -0.98643], [-0.54837, 0.71311, 0.55136], [-2.06613, 0.63449, 1.15225], [0.24597, 1.47079, 0.72153]],
  "charge": -1,
  "homo_lumo_gap_ev": 7.9,
  "smiles": "O=[P@@]([O-])(Cl)C=S",
  "relative_energy_kcal_mol": 12.26,
  "lumo_ev": 2.900,
  "homo_ev": -5.03
}

---

No. 4
{
  "formula": "C5H6N",
  "method": "wB97M-V/def2-TZVPD",
  "species": ["C", "C", "C", "N", "C", "C", "H", "H", "H", "H", "H", "H"],
  "xyz": [[-2.26638, -0.05774, -0.48480], [-1.30923, 0.45685, 0.30871], [-0.02048, -0.12461, 0.20944], [0.67189, -1.21290, 0.27474], [1.44277, -0.02425, -0.06600], [2.66947, 0.41721, -0.36997], [-3.23945, 0.60008, -0.35332], [-2.29501, -0.82323, -1.20400], [-1.42032, 1.16505, 1.10593], [0.60199, -2.23785, 0.59130], [2.80707, 1.43359, -0.76762], [3.55722, -0.22283, -0.33390]],
  "charge": 1,
  "homo_lumo_gap_ev": 9.2,
  "smiles": "C=CC1=[NH+]C1=C",
  "relative_energy_kcal_mol": 103.39,
  "lumo_ev": -5.329,
  "homo_ev": -14.58
}

---

No. 5
{
  "formula": "C6H12ClNO",
  "method": "wB97M-V/def2-TZVPD",
  "species": ["C", "C", "C", "C", "C", "C", "N", "O", "Cl", "H", "H", "H", "H", "H", "H", "H", "H", "H", "H", "H", "H"],
  "xyz": [[0.86538, 0.91138, 0.01459], [0.18888, 0.33057, -1.17594], [-0.03542, 0.31061, 1.00566], [0.57043, -1.09933, -1.44588], [-0.83195, 0.92920, -1.69420], [-2.18861, 0.66794, 1.95557], [-1.19761, 0.82054, 0.93634], [0.41590, -0.75697, 1.74128], [4.41874, -2.32179, -0.98674], [1.90619, 0.62753, 0.07165], [0.70597, 1.93748, 0.01694], [-0.33020, -1.65940, -1.64453], [1.14416, -1.41111, -0.56806], [1.09919, -1.22715, -2.34209], [-1.55228, 0.49460, -2.53088], [-1.11596, 1.86443, -1.32006], [3.55528, -1.42404, -0.79058], [-3.10128, 0.67206, 1.33992], [-2.00307, -0.31062, 2.55288], [-2.08771, 1.61084, 2.65768], [-0.42604, -0.96676, 2.20647]],
  "multiplicity": 3,
  "homo_lumo_gap_ev": [5.2, 6.5],
  "relative_energy_kcal_mol": 13.51,
  "lumo_ev": [0.705, -2.446],
  "homo_ev": [-4.52, -8.94]
}

---

No. 6
{
  "formula": "C5H11NO2P",
  "method": "wB97M-V/def2-TZVPD",
  "species": ["C", "N", "C", "C", "C", "C", "O", "P", "O", "H", "H", "H", "H", "H", "H", "H", "H", "H", "H", "H"],
  "xyz": [[-0.72411, 1.19789, 0.52581], [-0.00907, 0.00029, 0.03016], [1.10407, -0.31902, 0.94593], [-0.93480, -1.15262, -0.02786], [0.53909, 0.27235, -1.29891], [-0.17042, 0.58066, -2.38066], [-1.51631, 0.68006, -2.39402], [-2.42489, 1.13608, -3.66222], [-4.36629, 0.85203, -2.79454], [-1.06890, 1.02713, 1.54340], [-0.05321, 2.05562, 0.51907], [-1.58536, 1.41325, -0.10361], [0.71695, -0.55788, 1.93493], [1.66176, -1.17794, 0.57249], [1.77922, 0.53216, 1.03316], [-1.79531, -0.92063, -0.65101], [-0.41950, -2.01824, -0.44079], [-1.28759, -1.39582, 0.97299], [1.61028, 0.21199, -1.37982], [0.34315, 0.76591, -3.31593]],
  "charge": 1,
  "homo_lumo_gap_ev": [7.3, 7.3],
  "smiles": "C[N+](C)(C)/C=C\\OP=O",
  "relative_energy_kcal_mol": 116.62,
  "lumo_ev": [-5.666, -5.667],
  "homo_ev": [-12.92, -12.93]
}